Model A:
# ClNO4S

2 unconnected molecules or ions with the total composition ClNO4S (ωB97M-V/def2-TZVPD, the OMol25 dataset).

Output
**E_HOMO (alpha / beta)**: -10.8354 / -10.7422 eV
**Frontier orbital gap (alpha / beta)**: 8.59 / 8.46 eV

XYZ file:
```
7
Properties=species:S:1:pos:R:3:lowdin_charge:R:1
N -1.2886 1.1856 0.7842 -0.19
O -0.2483 0.8818 1.2179 0.06
O -2.1803 0.7941 0.0593 -0.25
O 1.4690 -0.8860 -1.2086 -0.45
O 1.9260 -1.9015 1.0492 -0.44
S 1.8257 -0.6977 0.1887 0.88
Cl -2.1765 -1.0368 -0.6378 0.38
```

Model B:
# ClNO4S

2 unconnected molecules or ions with the total composition ClNO4S (ωB97M-V/def2-TZVPD, the OMol25 dataset).

Output
**E_HOMO (alpha / beta)**: -10.7955 / -10.5894 eV
**Frontier orbital gap (alpha / beta)**: 7.78 / 8.22 eV

XYZ file:
```
7
Properties=species:S:1:pos:R:3:lowdin_charge:R:1
N 1.1328 0.6121 -0.0443 -0.31
O 2.0246 -0.1266 -0.1872 0.16
O 0.9240 1.7536 0.0763 0.13
O -1.2403 -1.0734 1.3350 -0.36
O -1.1706 -1.4698 -1.1071 -0.36
S -1.0270 -0.5803 0.0074 0.46
Cl -2.2799 1.1037 -0.2833 0.29
```

Model C:
# ClNO4S

A molecular structure, ClNO4S (ωB97M-V/def2-TZVPD, the OMol25 dataset).

Output
**E_HOMO (alpha / beta)**: -10.6360 / -11.0021 eV
**Frontier orbital gap (alpha / beta)**: 6.99 / 7.63 eV

XYZ file:
```
7
Properties=species:S:1:pos:R:3:lowdin_charge:R:1
N -0.8677 0.8955 0.0179 -0.42
O -0.7891 1.6162 0.9189 0.18
O -1.4204 0.8632 -0.9768 0.18
O -0.1809 -2.0508 -0.4377 -0.30
O 0.9632 -0.9852 1.5051 -0.30
S 0.3129 -0.9108 0.2658 0.73
Cl 1.9819 0.5719 -1.2932 -0.07
```

Each structure's energy above the most stable one, in kcal/mol: model A 16.8; model B 0.0; model C 22.0.

Model A:
# C3H7O2S

2 unconnected molecules or ions with the total composition C3H7O2S (ωB97M-V/def2-TZVPD, the OMol25 dataset).

Output
**E_HOMO**: -3.0723 eV
**Frontier orbital gap**: 7.18 eV
**Total charge**: -1

XYZ file:
```
13
Properties=species:S:1:pos:R:3:lowdin_charge:R:1
C 1.4231 -0.5794 0.7874 -0.15
C 0.5923 0.0052 1.9325 -0.33
C -1.3403 -0.6257 -1.5834 -0.19
O -0.7250 1.6033 -0.3147 -0.54
O 0.6771 1.0598 -2.2704 -0.52
S 0.0657 0.5541 -1.0270 0.59
H 2.4467 -0.0920 0.9000 -0.04
H 0.0228 -0.8517 2.4265 0.05
H -0.0956 0.7843 1.7738 -0.01
H 1.3382 0.4648 2.7380 0.07
H -2.2607 -0.6284 -1.0724 0.01
H -1.3398 -0.1888 -2.7327 0.09
H -0.8044 -1.5053 -1.5576 -0.03
```

Model B:
# C3H7O2S

2 unconnected molecules or ions with the total composition C3H7O2S (ωB97M-V/def2-TZVPD, the OMol25 dataset).

Output
**E_HOMO**: -3.0534 eV
**Frontier orbital gap**: 7.04 eV
**Total charge**: -1

XYZ file:
```
13
Properties=species:S:1:pos:R:3:lowdin_charge:R:1
O -1.3392 0.1967 -2.4881 0.01
C -0.2745 0.0697 -1.9331 -0.33
C 0.3781 1.1503 -1.1691 -0.28
C 0.0639 0.8413 0.3178 -0.73
S 1.3811 -0.1523 1.0892 0.23
H 0.2401 -0.9140 -1.9021 0.12
H -0.1503 2.0573 -1.4695 0.10
H 1.4650 1.1694 -1.2723 0.08
H -0.8840 0.3147 0.3440 0.04
H -0.0921 1.7516 0.9094 0.04
H -0.5883 -2.7804 2.1537 0.01
H 0.1774 -1.4945 2.5151 -0.12
O -0.3773 -2.2097 2.9051 -0.17
```

Each structure's energy above the most stable one, in kcal/mol: model A 109.1; model B 0.0.

Model A:
# C3H7O2S

2 unconnected molecules or ions with the total composition C3H7O2S (ωB97M-V/def2-TZVPD, the OMol25 dataset).

Output
**E_HOMO**: -4.4928 eV
**Frontier orbital gap**: 8.13 eV
**Total charge**: -1

XYZ file:
```
13
Properties=species:S:1:pos:R:3:lowdin_charge:R:1
C 1.7360 0.3352 0.6055 -0.19
C 0.6614 -0.3248 1.4608 -0.64
S -0.1211 -1.7577 0.6546 0.60
H 1.3567 0.5405 -0.3894 0.04
H 2.6404 -0.2692 0.5912 0.06
H 1.9750 1.3017 1.0299 0.06
H 1.1338 -0.7272 2.3621 0.04
H -0.1015 0.3733 1.7674 0.05
H -0.4839 -1.0241 -0.4436 -0.16
O -0.7032 2.1597 -0.5547 -0.11
C -1.0621 1.4280 -1.4924 -0.65
O -0.7156 0.2478 -1.7463 -0.18
H -1.7995 1.8627 -2.2185 0.09
```

Model B:
# C3H7O2S

2 unconnected molecules or ions with the total composition C3H7O2S (ωB97M-V/def2-TZVPD, the OMol25 dataset).

Output
**E_HOMO**: -4.0927 eV
**Frontier orbital gap**: 7.38 eV
**Total charge**: -1

XYZ file:
```
13
Properties=species:S:1:pos:R:3:lowdin_charge:R:1
C 0.4428 0.0104 0.4397 -0.44
S -0.8751 0.3428 1.6420 0.67
C -1.0926 -1.3823 2.2939 -0.42
H 0.4221 0.8752 -0.2461 0.00
H 1.3911 -0.2208 0.9000 0.02
H 0.1015 -0.8391 -0.1502 0.03
H -1.9472 -1.3702 2.9625 0.01
H -0.1406 -1.5567 2.7831 0.01
H -1.2628 -2.0159 1.4406 0.01
O 1.9770 1.3147 -2.9913 -0.14
C 0.7503 1.5296 -3.0109 -0.68
O -0.1022 1.3050 -2.1194 -0.16
H 0.3356 2.0072 -3.9438 0.08
```

Each structure's energy above the most stable one, in kcal/mol: model A 0.0; model B 12.8.

Model A:
# C3H7O2S

2 unconnected molecules or ions with the total composition C3H7O2S (ωB97M-V/def2-TZVPD, the OMol25 dataset).

Output
**E_HOMO**: -3.9559 eV
**Frontier orbital gap**: 7.05 eV
**Total charge**: -1

XYZ file:
```
13
Properties=species:S:1:pos:R:3:lowdin_charge:R:1
C -2.5200 0.6727 -0.9991 -0.47
S -1.5915 -0.8691 -0.9351 0.69
C -0.4579 -0.5676 0.4680 -0.40
H -2.8895 0.9745 -0.0254 0.02
H -1.8750 1.4796 -1.3519 0.03
H -3.3250 0.5073 -1.7075 0.01
H -0.6014 0.4439 0.8207 0.03
H 0.5633 -0.7229 0.1566 0.00
H -0.7547 -1.2246 1.2835 0.02
O 4.5954 0.0105 0.7640 -0.14
C 3.3761 -0.1514 0.5873 -0.71
O 2.3833 0.3952 1.1236 -0.16
H 3.0971 -0.9483 -0.1844 0.08
```

Model B:
# C3H7O2S

3 unconnected molecules or ions with the total composition C3H7O2S (ωB97M-V/def2-TZVPD, the OMol25 dataset).

Output
**E_HOMO**: -3.7333 eV
**Frontier orbital gap**: 4.10 eV
**Total charge**: -1

XYZ file:
```
13
Properties=species:S:1:pos:R:3:lowdin_charge:R:1
O -1.4132 0.7454 -1.7787 0.08
C -1.1811 0.0908 -0.7616 -0.32
C -0.3849 0.9825 0.4657 0.08
C 0.3156 -0.0874 -0.2911 -0.12
S 3.3805 -0.7045 -0.9239 -0.09
H -1.9372 -0.6334 -0.4586 0.13
H -0.1170 1.9953 0.1874 0.11
H -0.9314 0.6340 1.3479 0.02
H 0.6808 -0.8049 0.4398 0.11
H 0.8697 0.0029 -1.2256 0.03
H -1.8081 -1.3506 2.7235 -0.13
H 4.2460 -0.2425 -1.8310 -0.45
O -1.7198 -0.6278 2.1062 -0.45
```

Each structure's energy above the most stable one, in kcal/mol: model A 0.0; model B 143.2.

Model A:
# C4H5ClN2O

A single C4H5ClN2O molecule (ωB97M-V/def2-TZVPD, the OMol25 dataset).

Output
**E_HOMO**: -7.5917 eV
**Frontier orbital gap**: 8.25 eV

XYZ file:
```
13
Properties=species:S:1:pos:R:3:lowdin_charge:R:1
C 0.5094 -1.2922 0.1321 -0.17
C 2.6359 -0.6189 -0.4743 -0.62
C 0.3338 0.9568 -0.2957 -0.16
C -1.7529 -0.1544 0.1561 0.00
N 1.7608 -1.2930 0.0665 -0.03
N -0.2556 -0.1343 -0.0231 -0.13
O -0.6069 1.8761 -0.4476 0.00
Cl 3.8130 0.2922 0.2840 0.61
H -0.0200 -2.1833 0.3806 0.12
H -2.1609 -1.1178 0.3046 0.07
H -1.9826 0.4375 1.1237 0.12
H -2.0854 0.5151 -0.6602 0.09
H -0.1886 2.7159 -0.5467 0.09
```

Model B:
# C4H5ClN2O

A single C4H5ClN2O molecule (ωB97M-V/def2-TZVPD, the OMol25 dataset).

Output
**E_HOMO**: -8.9458 eV
**Frontier orbital gap**: 9.45 eV
**Structure (SMILES)**: O=C1C=C(Cl)CNN1

XYZ file:
```
13
Properties=species:S:1:pos:R:3:lowdin_charge:R:1
O -2.0314 -1.8785 -0.0165 0.05
C -1.1297 -1.0481 -0.0138 -0.48
C 0.3169 -1.4104 -0.0814 -0.03
C 1.2318 -0.4446 0.0107 -0.66
Cl 2.9019 -0.8098 -0.0611 0.71
C 0.8331 1.0261 0.1692 -0.21
N -0.4881 1.2212 -0.4048 -0.05
N -1.4111 0.2850 0.1253 0.04
H 0.4967 -2.4783 -0.2456 0.13
H 1.5562 1.6266 -0.4289 0.12
H 0.8947 1.2975 1.2054 0.11
H -0.8098 2.1394 -0.0637 0.13
H -2.3613 0.4739 -0.1947 0.15
```

Model C:
# C4H5ClN2O

A single C4H5ClN2O molecule (ωB97M-V/def2-TZVPD, the OMol25 dataset).

Output
**E_HOMO**: -8.1938 eV
**Frontier orbital gap**: 8.42 eV
**Structure (SMILES)**: O[C@@]1(Cl)C=NC=CN1

XYZ file:
```
13
Properties=species:S:1:pos:R:3:lowdin_charge:R:1
O 1.5126 1.0101 1.1569 -0.04
C 1.0128 0.0636 0.3467 -0.85
Cl 2.3621 -0.5890 -0.6847 0.63
C 0.2289 -0.9658 1.0915 -0.11
N -0.8750 -1.5080 0.6464 0.07
C -1.5371 -0.9235 -0.3763 -0.19
C -1.1453 0.2926 -0.8981 -0.14
N 0.1172 0.7317 -0.7581 0.01
H 1.6993 1.8666 0.5988 0.16
H 0.5456 -1.1734 2.0288 0.08
H -2.6263 -1.1994 -0.5292 0.11
H -1.7044 0.6679 -1.7552 0.12
H 0.4097 1.7266 -0.8675 0.14
```

Each structure's energy above the most stable one, in kcal/mol: model A 83.2; model B 0.0; model C 20.8.